(1)
32
Properties=species:S:1:pos:R:3:forces:R:3 method="wB97M-V/def2-TZVPD" total_charge=-1 molar_mass_g_mol=261.67 homo_lumo_gap_ev="2.67 / 2.67" e_lumo_ev="3.2 / 3.2" e_tot_ha=-627.7331 e_above_lowest_kj_mol=23.2 homo_energy_ev="0.5 / 0.5"
C -1.5726 -1.4107 -3.5184 -0.3 -0.3 -0.4
Cd -0.2027 -0.6012 -2.0489 0.5 -1.2 -0.2
N 1.0763 0.6792 -3.5134 0.3 1.0 0.2
H -2.4122 -0.6108 -0.8642 -0.3 0.4 -0.2
H -2.3877 -0.1588 -1.4720 -0.5 -0.3 0.6
H -2.5841 -1.6361 -3.1334 0.4 0.0 -0.2
H -1.0781 -2.3422 -3.8471 -0.4 0.3 -0.1
H -1.6507 -0.7124 -4.3782 0.0 -0.3 0.2
H 2.0591 0.4809 -3.3304 -0.1 0.0 -0.1
H 0.9092 1.6847 -3.3344 0.2 -0.4 -0.2
H 0.8497 0.4640 -4.4736 0.0 0.0 -0.3
C -1.7181 1.5274 0.9218 -0.1 0.2 -0.1
N -0.7403 0.6385 1.5582 -0.3 -0.5 -0.3
C -1.3114 -0.3729 2.4528 0.1 0.0 0.1
C 0.4479 0.3174 0.9215 0.6 1.1 -0.4
N 0.6748 0.4765 -0.4127 0.0 0.9 1.3
N 1.4463 -0.2109 1.6603 -0.3 0.0 0.1
C 1.5686 -0.0120 3.1033 -0.3 -0.3 0.0
C 2.6572 -0.6962 1.0107 0.5 -0.4 -0.6
H -2.1602 2.2064 1.6631 0.4 -0.1 0.1
H -2.5850 1.0153 0.4768 0.5 -0.2 0.1
H -1.2599 2.1455 0.1347 0.0 -0.3 0.4
H -0.5202 -1.1028 2.6765 -0.6 0.0 -0.1
H -1.6741 0.0630 3.3905 0.2 0.1 0.0
H -2.1768 -0.8787 2.0007 0.3 0.1 -0.1
H 0.5905 1.4860 -0.6046 0.0 -0.5 -0.2
H 1.6297 -0.9812 3.6098 0.0 0.1 0.0
H 2.4704 0.5638 3.3657 -0.2 -0.1 -0.4
H 0.6898 0.5083 3.4664 0.1 0.2 0.1
H 2.4625 -1.5963 0.3984 -0.1 0.4 0.4
H 3.1334 0.0243 0.3133 -0.4 0.0 0.5
H 3.3688 -0.9579 1.8070 -0.2 0.0 -0.3



(2)
34
Properties=species:S:1:pos:R:3:forces:R:3 method="wB97M-V/def2-TZVPD" total_charge=+2 molar_mass_g_mol=503.41 homo_lumo_gap_ev=5.05 e_lumo_ev=-9.0 e_tot_ha=-2794.4439 homo_energy_ev=-14.0
I 0.0659 1.2913 2.6522 0.0 2.0 -0.1
I 0.0444 -1.2315 2.9115 0.0 -1.9 0.2
Sc 0.0368 -0.2222 -2.2887 -0.2 -0.1 -1.4
P -2.1139 -0.1008 -0.9952 -2.5 0.1 0.3
C -2.8107 -0.0469 0.6689 0.6 0.0 0.5
C -2.9353 1.3565 -1.7512 0.4 0.2 -0.1
H -4.0201 1.1965 -1.7801 0.2 0.0 0.0
H -4.0879 -1.3375 -1.7144 0.3 0.0 0.0
H -2.5650 1.5482 -2.7644 -0.2 0.1 0.0
H -2.6519 -1.8365 -2.6665 -0.3 0.0 0.1
H -2.4696 0.8694 1.1660 -0.3 -0.3 0.0
H -2.7212 2.2372 -1.1262 0.0 -0.2 -0.2
C -3.0124 -1.5592 -1.6648 0.4 -0.2 -0.2
H -3.9095 -0.0685 0.5887 0.4 0.0 -0.1
H -2.8570 -2.4148 -0.9876 0.0 0.3 -0.2
H -2.4401 -0.9109 1.2315 -0.3 0.2 0.0
P 2.1356 -0.0897 -0.9518 2.3 0.1 0.3
C 2.8762 -0.0184 0.6810 -0.4 0.0 0.7
C 3.0188 -1.5320 -1.6587 -0.2 -0.4 -0.2
H 2.5425 1.5290 -2.7670 0.2 0.1 0.0
H 3.9977 1.2359 -1.7753 -0.3 0.0 0.0
H 2.6755 2.2603 -1.1470 0.0 -0.2 -0.2
C 2.9070 1.3668 -1.7461 -0.2 0.2 -0.2
H 2.6408 -1.8111 -2.6526 0.2 0.0 0.0
H 4.0911 -1.3073 -1.7368 -0.3 0.0 0.0
H 3.9697 -0.0265 0.5635 -0.3 0.0 0.0
H 2.5437 -0.8828 1.2672 0.2 0.2 -0.1
H 2.8922 -2.4056 -0.9976 0.0 0.3 -0.2
H 2.5442 0.8885 1.1967 0.2 -0.2 -0.1
Cl -0.0266 -0.0545 -4.5630 0.0 0.0 1.0
N -0.0862 0.7766 6.2221 0.0 0.1 -0.6
H 0.7419 0.4377 5.7406 0.0 0.0 0.4
H -0.8920 0.4637 5.6849 0.1 0.0 0.4
H -0.1247 0.3993 7.1601 0.0 -0.1 -0.1



(3)
36
Properties=species:S:1:pos:R:3:forces:R:3 method="wB97M-V/def2-TZVPD" total_charge=+1 molar_mass_g_mol=278.36 homo_lumo_gap_ev=7.22 e_lumo_ev=-4.3 e_tot_ha=-1768.5865 e_above_lowest_kj_mol=295.8 homo_energy_ev=-11.6
C -2.8104 1.9396 1.8491 1.0 -0.9 1.3
P -1.7135 1.8795 0.2426 -3.0 0.0 -2.7
O -1.9199 0.3184 -0.5587 1.2 2.6 1.2
N -0.0483 2.1011 0.8403 3.0 -2.4 1.3
C 0.7732 1.1347 1.3663 1.3 0.2 1.4
N 0.8926 -0.3011 0.9059 -0.5 3.1 1.1
N 1.6618 1.5413 2.5592 -0.3 -1.2 -5.5
H -2.8192 0.8839 2.3768 -0.3 2.2 -0.9
H -3.8958 2.3611 1.6366 2.5 -1.1 0.1
H -2.2360 2.6896 2.5773 -1.3 -1.5 -1.6
H -1.7017 0.4902 -1.5315 -0.2 0.1 1.4
H 0.3483 3.0878 0.8121 -1.1 -1.6 0.4
H 1.0635 -0.3912 -0.1195 -0.9 0.5 1.1
H 0.1140 -0.9075 1.2446 0.5 0.1 -0.2
H 2.5588 1.0059 2.3710 -1.3 0.4 0.8
H 1.9276 2.5415 2.3935 -0.6 -0.8 0.7
C 1.3497 2.8952 -3.5857 0.1 -0.1 0.1
S -0.3914 2.5842 -3.9675 0.0 0.0 -0.2
O -0.8454 1.4447 -3.1050 0.3 -0.1 0.0
C -0.1084 1.9280 -5.6304 0.0 -0.2 0.1
H 1.4167 3.2791 -2.5643 -0.1 0.0 -0.2
H 1.9222 1.9673 -3.6602 -0.1 0.0 0.0
H 1.7499 3.6405 -4.2770 -0.1 -0.1 0.0
H 0.5517 1.0587 -5.5824 -0.1 0.1 0.1
H 0.3373 2.7036 -6.2580 -0.1 0.0 0.1
H -1.0707 1.6299 -6.0526 0.1 0.1 0.2
C 1.3649 -4.1488 1.7609 0.1 0.1 0.0
S -0.4422 -4.1324 1.8504 0.1 -0.2 0.1
O -0.8734 -2.7033 1.9940 0.4 0.1 0.0
C -0.5600 -4.9024 3.4841 0.0 0.1 0.1
H 1.6693 -3.6738 0.8246 -0.1 -0.1 0.1
H 1.7877 -3.5926 2.6013 -0.1 0.0 0.0
H 1.7239 -5.1805 1.7741 -0.1 0.1 0.0
H -0.0215 -4.3015 4.2208 0.0 0.0 -0.1
H -0.1409 -5.9107 3.4435 0.0 0.1 -0.1
H -1.6143 -4.9601 3.7637 0.1 0.0 -0.2



(4)
33
Properties=species:S:1:pos:R:3:forces:R:3 method="wB97M-V/def2-TZVPD" molar_mass_g_mol=187.24 homo_lumo_gap_ev=10.49 e_lumo_ev=0.6 smiles="CC(=O)N(C)C(C)C.O.O.O.O" e_tot_ha=-672.1803 e_above_lowest_kj_mol=105.0 homo_energy_ev=-9.9
C -1.4717 -0.6817 -1.0223 -1.5 0.7 -0.6
C -0.2757 -0.5048 -0.1236 0.3 1.0 -0.4
O 0.0417 -1.4134 0.6679 -0.3 0.0 0.1
N 0.4674 0.6277 -0.1575 -0.6 -0.2 -0.3
C 1.6875 0.6652 0.6392 0.5 0.6 0.6
C 0.2027 1.7597 -1.0760 -0.4 0.3 -0.1
C 0.1805 3.0828 -0.2883 -0.2 1.5 -0.4
C 1.2431 1.7959 -2.1945 0.3 -2.1 0.3
H -1.2821 -0.5244 -2.1003 0.3 0.1 0.5
H -2.3426 -0.0074 -0.7461 1.3 -0.6 -0.1
H -1.8814 -1.6914 -0.9514 0.4 0.0 0.3
H 1.5334 0.1690 1.5995 0.0 0.0 -0.2
H 2.0489 1.6865 0.8745 -0.7 -0.4 -0.4
H 2.5024 0.1763 0.1208 0.1 -0.3 0.0
H -0.8073 1.6021 -1.5170 0.7 0.1 0.4
H -0.4042 2.9871 0.6305 -0.1 0.0 -0.2
H 1.1837 3.4520 0.0309 -0.5 -0.5 -0.4
H -0.2657 3.9494 -0.9057 0.6 -1.5 0.8
H 1.2077 0.8447 -2.7845 0.1 0.5 0.6
H 1.0457 2.5400 -2.9229 0.0 1.1 -0.4
H 2.2534 1.8576 -1.7508 -0.4 0.3 -0.4
O 2.5968 -2.2608 0.5727 -0.9 -1.5 -0.8
H 1.7113 -1.8596 0.7558 1.1 -0.5 -0.1
H 2.3263 -3.1317 0.1140 0.6 1.9 1.1
O -3.1772 0.4627 1.2207 0.2 1.0 -0.9
H -4.0632 0.5125 1.5413 -0.9 0.1 0.3
H -2.7500 -0.1958 1.7660 0.4 -0.8 0.6
O 0.5653 -3.9071 -0.2185 -0.2 -4.1 0.8
H 0.2252 -4.5382 0.5003 0.8 1.4 -1.7
H 0.2676 -3.0754 0.0631 -0.9 2.1 0.7
O -1.9226 -1.5196 2.4935 0.7 0.1 0.9
H -1.4645 -1.2425 3.3120 -0.5 -0.3 -0.5
H -1.1825 -1.6175 1.8568 -0.2 -0.1 0.0



(5)
33
Properties=species:S:1:pos:R:3:forces:R:3 method="wB97M-V/def2-TZVPD" total_charge=+1 molar_mass_g_mol=170.25 homo_lumo_gap_ev="9.33 / 4.82" e_lumo_ev="-3.3 / -7.8" s2=0.76 e_tot_ha=-576.5704 e_above_lowest_kj_mol=324.1 homo_energy_ev="-12.6 / -12.6" spin_multiplicity=2
C -1.2355 0.7904 -0.5035 -0.7 -0.3 -0.4
N -1.5296 -0.5838 0.0475 -0.5 1.8 -1.3
C -2.8292 -0.6224 0.7205 -2.3 0.2 -0.4
C -2.7536 -1.4972 1.9518 0.5 -0.9 1.8
C 0.2257 1.2208 -0.0335 -0.8 1.4 0.6
N 1.0976 1.6487 -1.1811 1.9 -3.9 -1.5
C 2.6077 1.9641 -1.2622 -0.9 1.5 5.0
C 0.9470 0.1059 0.7506 1.3 0.7 0.4
H -1.9935 1.4780 0.0608 1.5 -1.1 -1.4
H -1.3606 0.9682 -1.6733 0.2 -0.5 2.2
H -1.4538 -1.3862 -0.5930 0.1 0.9 0.1
H -3.1744 0.4274 1.0847 0.9 -1.6 -1.0
H -3.7205 -1.0154 0.0279 1.9 1.0 1.2
H -3.1513 -0.8752 2.8118 -0.3 -1.4 -0.8
H -1.6795 -1.6816 2.3259 -1.5 0.1 -1.0
H -3.2517 -2.5203 1.7723 0.7 1.7 0.8
H 0.0108 2.1430 0.6555 1.2 -1.5 -1.1
H 0.8924 1.0084 -2.0364 -0.1 1.6 1.5
H 3.3479 1.4649 -0.4664 -2.0 0.1 -2.0
H 2.7010 2.9917 -0.8185 -0.2 -0.5 -0.5
H 2.9077 2.0474 -2.2547 0.5 -0.6 -1.7
H 0.2155 -0.2715 1.4648 0.4 0.6 0.6
H 1.1922 -0.8303 0.2813 -0.2 -0.2 -1.2
H 1.9523 0.4804 1.0845 -1.3 -0.2 0.5
H -0.0163 3.1389 -1.2765 0.0 1.6 -1.1
H 1.0807 3.4534 -2.2855 0.5 0.4 -0.5
O 0.2215 3.7654 -2.0184 -0.9 -1.0 1.2
H 1.0068 -3.1505 2.0514 0.8 1.2 0.2
H 0.6018 -4.5526 2.0252 -1.8 2.4 -0.6
O 0.2035 -3.6040 1.8465 1.1 -3.5 0.4
H 1.9243 -2.8043 -1.4384 -2.0 -1.9 0.6
H 2.3452 -1.3814 -1.4378 1.1 -2.2 -0.7
O 2.6678 -2.3205 -1.6837 0.9 4.1 0.1



(6)
42
Properties=species:S:1:pos:R:3:forces:R:3 method="wB97M-V/def2-TZVPD" total_charge=-1 molar_mass_g_mol=302.29 homo_lumo_gap_ev="2.26 / 9.22" e_lumo_ev="2.7 / 2.6" s2=0.75 e_tot_ha=-1131.3108 homo_energy_ev="0.4 / -6.6" spin_multiplicity=2
C -3.1004 -2.3714 -0.9468 3.0 -4.0 -0.2
O -2.3863 -3.3669 -0.9623 0.3 -1.1 -0.3
N -2.7242 -1.2793 -0.4179 1.3 5.7 3.0
N -4.2821 -2.2905 -1.4433 -5.5 0.5 -2.3
H -1.7914 -1.0359 -0.1168 0.3 -0.8 0.1
H -3.4157 -0.5962 -0.1436 0.2 0.0 -0.2
H -4.7250 -2.9515 -2.0654 0.6 -0.2 0.4
H -4.6493 -1.3509 -1.4922 -0.2 -0.4 -0.3
C 2.3868 -0.0878 2.2934 0.7 -4.2 -0.7
O 2.1703 -1.1420 1.5978 1.2 2.6 0.8
N 1.4790 0.3166 3.1215 -5.4 0.5 2.2
N 3.5197 0.5107 2.6282 3.1 0.6 -1.3
H 1.3216 1.2154 3.5545 0.6 0.1 -0.2
H 0.7686 -0.3715 3.3264 -0.3 0.3 -0.4
H 3.4441 1.3803 3.1362 0.3 -0.2 0.1
H 4.4246 0.0966 2.4562 -0.3 0.4 -0.5
C 1.1536 4.4448 -3.6213 2.6 0.7 -5.6
O 1.0629 4.6835 -4.8195 -0.1 -0.5 -1.9
N 2.2709 4.0442 -3.0832 1.8 -0.9 1.7
N 0.1982 4.6978 -2.8538 -5.3 1.3 4.8
H 3.0419 3.7908 -3.6843 -0.1 0.2 0.6
H 2.2437 4.1663 -2.0809 1.4 -0.8 0.0
H -0.6696 5.0286 -3.2507 0.3 0.1 0.2
H 0.3820 4.7969 -1.8657 -0.6 0.0 0.1
C -0.4127 -4.0315 2.5596 4.2 -2.6 2.6
O 0.5199 -4.3848 3.3305 -0.7 1.6 -0.6
N -1.5416 -4.6828 2.6723 -3.9 -2.0 0.3
N -0.3235 -3.2402 1.5326 0.2 2.0 -1.1
H -1.4874 -5.4498 3.3271 0.0 0.1 -0.3
H -2.0280 -4.8762 1.8085 -0.3 0.0 0.1
H 0.3620 -2.5094 1.6597 0.2 0.3 -0.8
H -1.2179 -3.0693 1.0957 0.4 0.6 -0.5
C 0.5804 1.8368 -0.7250 -2.4 0.7 0.1
C -0.2783 0.6097 -0.9543 -1.3 0.4 0.0
O 0.0325 -0.4555 -0.0989 0.3 -0.7 0.2
O 1.8884 1.5328 -0.8815 2.6 -0.6 0.2
H 0.3227 2.2396 0.2545 0.5 -0.4 0.7
H 0.3700 2.7183 -1.3307 -0.7 -0.4 -0.7
H -0.2824 0.2150 -1.9703 0.3 0.3 -0.3
H -1.3261 0.7793 -0.7063 -0.2 1.0 -0.5
H 0.7651 -0.2417 0.4834 0.5 -0.3 0.3
H 1.9327 0.6813 -1.3228 0.4 -0.1 0.0



(7)
38
Properties=species:S:1:pos:R:3:forces:R:3 method="wB97M-V/def2-TZVPD" molar_mass_g_mol=259.23 homo_lumo_gap_ev=7.65 e_lumo_ev=-0.1 e_tot_ha=-1060.6572 homo_energy_ev=-7.7
Na -0.3604 -0.2866 -0.3524 0.4 -0.1 0.5
N 2.7289 -1.3677 1.2909 0.9 0.6 -0.6
O 1.7799 -1.3323 0.4455 -0.3 -0.1 0.2
O 2.9056 -0.3872 2.0512 -0.3 -0.7 -0.2
O 3.5237 -2.3222 1.2695 -0.7 0.3 0.3
C -0.2892 2.1911 3.7862 0.0 -0.1 0.4
C 0.2714 1.3484 2.6631 0.1 0.2 -0.2
O -0.7630 0.7301 1.8817 -0.2 0.0 0.0
H -0.9445 2.9950 3.4493 0.0 0.0 -0.2
H 0.5304 2.6398 4.3525 0.0 0.0 0.0
H -0.8644 1.5788 4.4908 0.1 0.0 0.0
H 0.9754 0.5953 3.0175 -0.1 0.0 0.0
H 0.8318 1.9777 1.9711 0.0 -0.1 0.0
H -1.4257 0.4080 2.5007 0.0 -0.1 -0.1
C 1.2222 -1.8223 -3.1459 -0.3 -0.4 0.4
O -0.0008 -1.7504 -2.3698 0.3 0.1 -0.3
H 1.4573 -0.8262 -3.5012 0.0 0.1 0.0
H 2.0362 -2.1925 -2.5216 0.0 0.2 0.0
H 1.0876 -2.5044 -3.9882 0.0 0.1 -0.1
H -0.0851 -2.6012 -1.9298 0.0 0.0 0.1
C -0.6404 -2.7770 2.0124 -0.1 -0.2 0.0
O -1.1142 -2.4796 0.6890 -0.1 0.1 0.1
H -0.8342 -1.9040 2.6283 0.1 0.1 -0.1
H -1.1943 -3.6134 2.4516 0.0 0.0 -0.1
H 0.4260 -3.0017 2.0108 0.0 0.1 0.0
H -1.0418 -3.2852 0.1718 0.0 0.0 0.1
C 0.8390 2.1816 -2.1107 0.3 -0.1 -0.2
O 0.6132 1.9121 -0.7298 -0.1 0.0 -0.5
H 1.8946 2.3875 -2.3104 -0.1 0.1 0.1
H 0.5877 1.2967 -2.6973 -0.2 0.0 0.2
H 0.2316 3.0152 -2.4711 0.0 0.0 0.1
H 1.1269 2.5533 -0.2330 0.0 -0.1 0.2
C -2.6987 1.4557 -2.4449 0.1 0.1 -0.3
O -2.2099 0.2174 -1.9414 0.1 0.1 0.2
H -3.3444 1.3102 -3.3134 -0.1 0.0 0.2
H -3.2453 1.9601 -1.6527 -0.1 -0.1 0.0
H -1.8889 2.1194 -2.7636 0.1 -0.1 0.1
H -2.1242 -0.4195 -2.6567 0.1 0.0 0.0